No. 1
{"formula": "C33H36N11O5V", "method": "ωB97M-V with the def2-TZVPD basis set", "symbols": ["C", "H", "H", "C", "H", "C", "C", "N", "C", "H", "C", "C", "H", "V", "H", "N", "N", "H", "H", "C", "O", "H", "H", "H", "H", "C", "C", "C", "C", "N", "H", "C", "C", "N", "N", "H", "H", "C", "H", "N", "C", "H", "N", "C", "O", "C", "O", "H", "H", "C", "C", "H", "H", "C", "H", "H", "H", "O", "H", "O", "C", "H", "H", "C", "C", "C", "C", "C", "C", "C", "N", "H", "H", "H", "C", "H", "H", "H", "C", "C", "C", "N", "N", "H", "H", "H"], "positions_angstrom": [[2.652, 3.751, 1.938], [2.073, 1.835, 3.482], [-1.131, 7.577, -0.294], [3.814, -3.858, -2.683], [3.390, -1.791, -4.335], [-0.756, 4.014, 2.831], [-2.915, -3.769, 0.202], [-1.792, 1.428, 0.616], [2.432, -2.218, -4.040], [2.515, 4.459, 1.121], [2.773, -5.126, -0.912], [-0.151, -0.025, -3.169], [-1.409, 6.717, 2.040], [0.213, 2.025, 1.020], [-1.216, 0.036, 3.034], [0.607, 0.097, 1.960], [0.348, -0.901, -4.012], [2.262, -0.632, 3.080], [-2.283, -2.162, -1.062], [-0.688, 4.768, 1.511], [0.625, 3.468, -2.770], [3.650, 1.394, 2.818], [-5.961, -4.049, 1.634], [2.821, -5.843, -0.104], [-3.797, -5.250, 1.475], [1.724, -0.502, -2.354], [-0.398, 5.709, -1.062], [-3.949, -4.309, 0.962], [-0.878, 6.553, -0.054], [-3.551, 0.470, -0.204], [-4.067, -0.446, -1.981], [-4.400, -0.478, -0.944], [3.897, -4.803, -1.659], [-0.240, 3.984, 0.552], [0.113, -5.664, 0.442], [-0.273, 6.053, -2.079], [0.728, -0.888, 0.077], [1.560, -4.513, -1.220], [0.627, -1.976, 1.477], [-3.972, 1.044, 0.941], [0.354, -4.787, -0.466], [0.037, -1.077, 3.622], [2.332, 2.382, 1.475], [2.594, -3.265, -2.979], [-0.699, -3.970, -0.697], [2.579, 1.441, 2.601], [-1.198, 4.480, 3.835], [-1.699, 0.353, -1.243], [0.517, -3.161, -2.497], [-0.095, 4.413, -0.703], [0.267, -1.032, 1.057], [1.938, -2.590, -4.937], [2.947, 1.125, -0.134], [0.395, 3.278, -1.519], [-0.814, -1.099, 0.943], [2.586, -0.334, 1.382], [2.006, 4.020, 2.770], [0.556, 2.191, -0.918], [2.607, -0.593, -1.745], [-0.259, 2.793, 2.665], [-1.624, -4.436, 0.162], [3.691, 3.805, 2.271], [-6.253, -1.867, 0.512], [-5.151, -3.631, 1.052], [-3.093, -2.561, -0.460], [-4.283, -1.861, -0.337], [3.237, 2.056, 0.350], [-2.890, 1.607, 1.420], [1.474, -3.613, -2.258], [-0.151, -0.077, 3.226], [-1.192, -5.425, 0.863], [4.700, -3.589, -3.244], [-5.416, -0.101, -0.881], [-1.116, 0.427, -3.324], [-2.269, 0.717, -0.399], [0.152, 0.672, 3.952], [4.268, 1.970, 0.702], [3.195, 2.853, -0.390], [2.067, 0.059, 2.256], [-1.033, 6.088, 1.244], [-5.316, -2.402, 0.416], [0.662, 0.255, -2.107], [1.559, -1.182, -3.487], [0.866, 2.613, -3.246], [-2.874, 2.143, 2.355], [4.846, -5.271, -1.435]], "mulliken_spin": [0.024, -0.003, 0.000, 0.000, 0.000, 0.002, -0.002, -0.045, 0.000, 0.000, 0.000, 0.000, 0.000, 1.920, -0.004, -0.057, 0.000, 0.002, 0.000, 0.032, 0.009, 0.002, 0.000, 0.000, 0.000, -0.003, 0.009, 0.001, 0.011, 0.003, 0.000, -0.001, 0.000, -0.076, 0.000, 0.000, -0.006, 0.000, 0.002, -0.002, 0.000, 0.000, -0.020, 0.000, 0.000, -0.006, 0.019, 0.009, 0.000, 0.043, 0.025, 0.000, -0.028, 0.008, 0.003, -0.006, -0.004, -0.044, -0.001, -0.011, 0.000, 0.002, 0.000, 0.000, 0.001, -0.001, 0.058, 0.032, 0.000, 0.022, 0.000, 0.000, 0.000, 0.000, 0.033, -0.001, 0.001, 0.002, 0.026, 0.000, 0.001, 0.019, 0.000, 0.000, 0.000, 0.000], "orbital_gap_ev": [6.31, 6.09], "largest_force_ev_per_a": 2.7, "relative_energy_kcal_mol": 40.3, "spin_multiplicity": 3, "charge": 2}


No. 2
{"formula": "C33H36NO2", "method": "ωB97M-V with the def2-TZVPD basis set", "symbols": ["H", "C", "O", "C", "H", "H", "H", "H", "H", "H", "H", "C", "H", "C", "C", "C", "H", "H", "C", "H", "H", "H", "H", "C", "H", "N", "C", "H", "H", "H", "H", "H", "C", "H", "H", "C", "H", "O", "C", "C", "C", "C", "H", "C", "H", "C", "H", "H", "C", "C", "C", "C", "C", "H", "H", "H", "C", "C", "C", "C", "C", "C", "H", "C", "C", "H", "H", "C", "H", "C", "C", "H"], "positions_angstrom": [[-5.225, 2.926, 0.731], [-0.003, -8.824, 3.681], [5.040, 1.039, 1.590], [3.365, -8.044, 2.250], [-6.671, 2.479, 1.689], [4.194, -8.553, 1.765], [4.940, 2.980, 0.785], [0.190, -1.376, 7.483], [0.649, 1.513, 2.815], [-2.457, -2.386, 2.216], [0.159, -3.274, 9.138], [1.137, -8.106, 3.243], [-0.694, 1.455, 1.242], [0.682, -3.385, 8.186], [-0.999, -6.778, 4.511], [-3.957, 0.631, 1.720], [-1.073, -4.146, 4.013], [1.482, -5.314, 7.578], [-1.582, -4.193, 6.636], [2.166, -2.386, 1.761], [-2.934, 2.516, 1.426], [1.744, -3.165, 8.328], [-1.933, -2.595, 8.019], [0.596, -4.079, 5.392], [1.606, -4.527, 5.435], [-0.208, -4.767, 6.397], [-5.580, 2.468, 1.663], [5.070, 2.900, 2.578], [-2.204, -4.326, 5.740], [-4.700, -1.364, 1.888], [2.786, 2.549, 2.010], [0.286, -1.975, 4.998], [0.718, -2.622, 5.764], [-0.106, -5.398, 8.415], [-5.180, 3.006, 2.530], [-2.801, 1.437, 1.538], [2.167, -9.830, 2.448], [-5.244, 1.066, 1.725], [5.383, 2.440, 1.631], [-1.051, -8.175, 4.311], [0.515, -4.811, 7.717], [-0.123, -1.089, 2.339], [-0.147, -2.135, 2.659], [2.385, -6.000, 3.118], [-1.917, -8.736, 4.657], [-1.550, 0.847, 1.529], [6.471, 2.449, 1.546], [-1.967, -2.103, 6.312], [1.424, 0.893, 2.353], [-1.461, -2.742, 7.045], [-0.025, -4.488, 4.067], [3.754, 0.626, 1.751], [-3.792, -0.772, 1.863], [2.480, -4.935, 3.354], [-0.030, -9.904, 3.510], [0.535, -4.047, 3.234], [3.447, -6.665, 2.508], [2.297, -1.314, 1.846], [0.032, -6.013, 3.999], [1.183, -6.676, 3.439], [0.049, -2.406, 7.146], [2.640, 1.466, 2.025], [-1.792, -6.290, 5.068], [-2.550, -1.320, 2.019], [3.542, -0.770, 1.654], [4.338, -6.105, 2.229], [4.415, -1.378, 1.440], [1.165, -0.496, 2.176], [-2.025, -4.781, 7.464], [2.234, -8.757, 2.630], [-1.364, -0.513, 1.961], [1.784, -2.393, 5.842]], "lowdin_charge": [0.102, -0.035, -0.058, -0.082, 0.103, 0.103, 0.102, 0.134, 0.125, 0.128, 0.112, -0.165, 0.114, -0.137, -0.032, -0.208, 0.111, 0.122, -0.157, 0.119, 0.121, 0.113, 0.113, -0.328, 0.148, -0.137, -0.028, 0.100, 0.097, 0.134, 0.118, 0.095, -0.098, 0.121, 0.104, 0.026, 0.115, -0.048, -0.035, -0.058, -0.144, 0.102, 0.100, -0.040, 0.105, 0.022, 0.101, 0.107, -0.016, -0.141, -0.108, -0.222, 0.026, 0.094, 0.114, 0.090, -0.082, 0.012, -0.152, -0.106, -0.269, 0.018, 0.095, 0.014, 0.024, 0.100, 0.133, -0.194, 0.128, -0.027, -0.176, 0.119], "orbital_gap_ev": 4.29, "largest_force_ev_per_a": 2.1, "relative_energy_kcal_mol": 8.9, "charge": 1}


No. 3
{"formula": "C33H36O25", "method": "ωB97M-V with the def2-TZVPD basis set", "symbols": ["C", "C", "H", "C", "H", "O", "H", "H", "O", "H", "O", "H", "O", "C", "O", "O", "C", "O", "H", "C", "O", "O", "C", "H", "C", "C", "C", "H", "O", "C", "C", "O", "H", "C", "O", "O", "C", "H", "H", "C", "C", "H", "H", "C", "H", "H", "C", "H", "C", "C", "H", "H", "H", "C", "C", "C", "H", "O", "H", "H", "O", "C", "H", "H", "C", "H", "H", "C", "H", "C", "H", "H", "C", "O", "C", "O", "C", "O", "H", "O", "O", "H", "H", "H", "H", "O", "O", "H", "C", "O", "O", "C", "C", "O"], "positions_angstrom": [[1.800, -0.862, -6.253], [-2.889, 1.512, 2.807], [0.453, 6.103, 1.443], [1.311, 3.278, 2.296], [1.532, -4.445, -4.001], [2.163, -2.736, -1.377], [3.160, -4.188, -3.594], [-5.543, -1.799, -0.269], [7.072, 0.417, 2.975], [2.032, 2.015, -2.477], [-1.000, 0.381, -0.835], [-2.678, -4.291, 4.390], [1.682, -0.704, -2.209], [6.038, -0.174, 2.690], [-0.146, 2.087, 4.727], [-4.922, 1.022, -0.102], [-1.257, 2.118, 4.186], [2.217, 4.085, -2.480], [-0.821, -1.579, 1.398], [0.457, -1.161, -5.789], [2.273, 4.015, 2.892], [2.432, 5.962, -1.202], [0.575, 3.020, -1.296], [2.803, 5.814, 2.245], [1.888, -3.262, -6.923], [-2.956, 3.019, 2.961], [0.623, -3.528, -6.276], [-2.904, 3.510, 1.985], [-6.759, -0.166, -0.366], [1.893, -4.071, -1.867], [2.433, -2.050, -6.949], [-1.865, 3.263, 3.814], [-4.853, -3.449, 4.816], [-4.056, -2.731, 4.808], [-3.644, -1.450, 1.678], [-0.761, -1.790, -0.679], [-4.508, -0.029, -1.055], [-0.055, -0.273, -5.474], [0.881, 2.414, -0.430], [0.564, 5.408, 2.296], [-0.137, -2.315, -5.823], [-0.743, 0.753, 1.091], [-4.402, 0.450, -1.995], [2.166, -3.904, -3.312], [5.024, -3.423, 1.792], [3.404, -1.880, -7.420], [3.728, -1.791, 2.132], [-2.675, 1.152, 1.798], [-3.544, -1.918, 2.805], [-1.201, -0.798, -1.471], [-0.168, 5.656, 3.070], [7.054, -2.067, 2.023], [2.569, 0.108, 2.388], [-6.160, 0.889, 0.192], [5.046, -2.346, 2.000], [3.565, -0.380, 2.364], [0.883, 0.524, 0.249], [2.398, 0.165, -6.133], [-3.879, 3.374, 3.434], [-0.484, 2.936, -1.420], [0.169, -4.605, -5.973], [-0.167, -1.300, 0.570], [-6.136, -1.290, -1.912], [-1.125, -2.387, -5.408], [-2.692, -3.209, 4.439], [0.869, -4.355, -1.579], [2.570, -4.718, -1.329], [1.418, 2.891, -2.512], [-3.804, 0.953, 3.112], [1.952, 4.888, -1.445], [2.298, -4.131, -7.437], [-3.536, -0.384, -0.713], [1.978, 5.402, 2.860], [-1.752, -0.996, -2.534], [4.647, 0.403, 2.552], [1.947, -2.506, -3.539], [6.098, -1.552, 2.171], [0.919, 4.348, -0.756], [-4.252, -2.100, 5.657], [1.324, 2.040, 2.193], [-2.503, -2.699, 3.153], [4.527, 1.460, 2.740], [-1.939, -2.867, 5.107], [2.211, 5.823, 3.841], [0.883, 2.982, -3.427], [-1.887, 1.095, 3.719], [0.356, 4.062, 1.822], [0.800, -1.799, 0.734], [1.914, -1.841, -2.393], [2.787, -2.485, 1.862], [-6.727, 1.579, 1.044], [-0.178, 0.206, 0.319], [-5.684, -0.980, -0.978], [-4.395, -1.817, 3.771]], "lowdin_charge": [-0.397, -0.106, 0.139, -0.527, 0.115, 0.035, 0.132, 0.125, 0.101, 0.121, 0.038, 0.137, 0.188, -0.356, 0.115, 0.079, -0.574, 0.072, 0.112, -0.018, 0.058, 0.138, -0.071, 0.139, -0.003, -0.101, -0.412, 0.137, 0.061, -0.091, 0.045, 0.057, 0.130, -0.084, 0.126, 0.044, -0.051, 0.125, 0.103, -0.072, 0.027, 0.116, 0.123, -0.097, 0.134, 0.125, -0.440, 0.110, -0.574, -0.585, 0.132, 0.126, 0.114, -0.642, 0.004, 0.029, 0.114, 0.136, 0.137, 0.127, 0.099, -0.049, 0.129, 0.126, -0.114, 0.145, 0.132, -0.078, 0.141, -0.565, 0.128, 0.100, -0.102, 0.118, 0.054, 0.072, 0.012, 0.028, 0.136, 0.080, 0.078, 0.116, 0.130, 0.133, 0.129, 0.091, 0.046, 0.107, -0.556, 0.109, 0.087, -0.126, -0.058, 0.099], "orbital_gap_ev": 8.70, "smiles": "O=C1C=CC(=O)C=C1.O=C1C=CC(=O)C=C1.O=C1OCCO1.O=C1OCCO1.O=C1OCCO1.O=C1OCCO1.O=C1OCCO1.O=C1OCCO1.O=C1OCCO1", "largest_force_ev_per_a": 5.4, "relative_energy_kcal_mol": 0.9}


No. 4
{"formula": "C33H37B2I2NO", "method": "ωB97M-V with the def2-TZVPD basis set", "symbols": ["H", "C", "C", "C", "C", "H", "H", "B", "C", "H", "C", "C", "H", "C", "H", "H", "H", "C", "H", "C", "H", "H", "H", "H", "C", "C", "H", "C", "O", "H", "C", "C", "C", "H", "H", "C", "H", "H", "B", "H", "C", "H", "N", "C", "C", "H", "C", "C", "C", "C", "H", "H", "I", "C", "H", "H", "H", "H", "H", "C", "C", "H", "C", "H", "H", "C", "H", "H", "C", "C", "H", "I", "C", "C", "H", "H"], "positions_angstrom": [[2.411, 0.269, 2.084], [2.316, -0.160, 1.094], [-4.615, 1.798, 6.711], [3.498, -4.077, -3.705], [5.029, -4.071, -6.018], [1.665, -0.439, -4.845], [0.230, 0.320, 0.918], [-0.873, 3.665, -0.087], [1.092, -0.130, 0.439], [6.617, -4.815, -4.785], [3.706, -3.651, -6.061], [0.406, -2.056, 3.684], [2.508, -1.655, 3.806], [2.941, -3.659, -4.904], [-1.521, 8.421, -0.156], [2.844, -3.076, 5.798], [-1.654, -2.641, 3.803], [-5.346, -0.169, 4.894], [0.928, -4.269, 6.800], [-1.046, 7.485, 0.120], [1.379, -1.298, -7.143], [-1.320, -4.055, 5.800], [5.626, -4.069, -6.920], [1.908, -3.336, -4.931], [0.782, -3.650, 5.925], [1.858, -2.978, 5.364], [5.260, -4.804, -2.720], [2.075, -1.248, -1.447], [-0.417, 3.176, 1.116], [0.016, -0.656, -1.341], [-0.481, -3.529, 5.363], [-1.780, 6.874, 1.264], [5.586, -4.489, -4.817], [0.361, 2.442, -1.154], [-3.067, 4.757, -0.852], [4.823, -4.487, -3.658], [-0.814, -1.115, -8.266], [4.155, -1.734, -1.273], [-2.221, 4.734, -0.012], [0.516, 2.979, 1.006], [-5.127, 1.130, 4.459], [4.370, -0.768, 0.993], [-0.230, 3.249, -1.336], [0.971, -0.676, -0.831], [3.417, -0.740, 0.480], [0.260, -1.435, 2.812], [-4.839, 0.500, 7.147], [-1.760, -0.155, -6.598], [-5.203, -0.483, 6.238], [-1.597, 0.333, -5.309], [-0.027, 7.727, 0.397], [-2.721, -0.078, -7.088], [-1.844, 8.136, 2.965], [-0.365, 0.233, -4.679], [-0.237, 0.619, -3.676], [0.374, 3.967, -1.717], [3.273, -3.319, -6.995], [-5.376, -1.496, 6.578], [-1.046, 6.851, -0.764], [-2.328, 5.668, 1.226], [0.543, -0.842, -6.629], [-4.728, 0.254, 8.195], [1.669, -2.180, 4.244], [1.983, -1.668, -2.441], [-4.589, 3.125, 5.030], [-4.761, 2.112, 5.368], [-4.325, 2.565, 7.418], [2.897, -4.077, -2.804], [3.297, -1.284, -0.791], [0.704, -0.358, -5.338], [-5.627, -0.936, 4.185], [-3.377, 4.724, 2.763], [-0.689, -0.740, -7.259], [-0.669, -2.734, 4.242], [-5.241, 1.379, 3.412], [-2.431, 0.794, -4.796]], "lowdin_charge": [0.102, -0.106, -0.092, -0.105, -0.095, 0.094, 0.099, -0.568, -0.115, 0.100, -0.095, -0.087, 0.089, -0.100, 0.075, 0.099, 0.100, -0.097, 0.099, -0.160, 0.093, 0.099, 0.100, 0.095, -0.099, -0.097, 0.101, -0.089, 0.102, 0.100, -0.097, -0.846, -0.096, 0.050, 0.065, -0.095, 0.100, 0.100, -0.136, 0.089, -0.095, 0.103, 0.148, -0.091, -0.087, 0.080, -0.097, -0.096, -0.098, -0.092, 0.076, 0.100, 0.809, -0.094, 0.087, 0.074, 0.095, 0.099, 0.077, -0.802, -0.099, 0.100, -0.094, 0.084, 0.038, -0.111, 0.102, 0.097, -0.085, -0.102, 0.099, 0.987, -0.095, -0.091, 0.097, 0.102], "orbital_gap_ev": 8.05, "largest_force_ev_per_a": 1.0}